No. 1
{
  "formula": "C17H22N2OS",
  "method": "wB97M-V/def2-TZVPD",
  "elements": ["C", "C", "C", "C", "C", "O", "N", "C", "C", "C", "C", "N", "C", "C", "C", "C", "C", "C", "S", "C", "C", "H", "H", "H", "H", "H", "H", "H", "H", "H", "H", "H", "H", "H", "H", "H", "H", "H", "H", "H", "H", "H", "H"],
  "positions_angstrom": [[-8.19, -0.32, 0.82], [-7.43, -1.44, 0.12], [-6.17, -0.97, -0.58], [-5.09, -0.47, 0.38], [-3.80, -0.15, -0.36], [-3.66, -0.28, -1.56], [-2.83, 0.31, 0.48], [-1.52, 0.71, 0.20], [-0.71, 1.10, 1.26], [0.59, 1.51, 1.05], [1.13, 1.54, -0.24], [2.40, 2.02, -0.52], [3.50, 1.86, 0.41], [3.96, 0.44, 0.50], [3.45, -0.57, 1.26], [4.08, -1.82, 1.01], [5.05, -1.76, 0.07], [5.92, -2.85, -0.44], [5.22, -0.14, -0.54], [0.30, 1.15, -1.30], [-1.00, 0.74, -1.09], [-7.61, 0.10, 1.64], [-8.42, 0.48, 0.12], [-9.13, -0.69, 1.23], [-7.17, -2.21, 0.86], [-8.09, -1.90, -0.62], [-6.42, -0.16, -1.28], [-5.75, -1.79, -1.17], [-4.88, -1.25, 1.12], [-5.42, 0.42, 0.90], [-3.07, 0.36, 1.46], [-1.10, 1.09, 2.27], [1.19, 1.82, 1.89], [2.68, 1.85, -1.48], [3.19, 2.22, 1.40], [4.32, 2.50, 0.06], [2.66, -0.43, 1.96], [3.81, -2.72, 1.53], [5.78, -2.98, -1.51], [6.97, -2.63, -0.26], [5.67, -3.79, 0.06], [0.70, 1.17, -2.31], [-1.61, 0.44, -1.92]],
  "nbo_charge": [-0.6077, -0.3894, -0.3885, -0.5028, 0.6886, -0.6111, -0.5972, 0.1102, -0.2261, -0.2222, 0.1380, -0.5871, -0.2464, -0.2140, -0.2433, -0.2649, -0.1768, -0.6370, 0.3978, -0.2266, -0.2238, 0.1958, 0.2022, 0.2103, 0.1902, 0.2029, 0.2071, 0.2192, 0.2160, 0.2178, 0.3923, 0.1993, 0.2011, 0.3751, 0.2113, 0.2143, 0.2238, 0.2198, 0.2227, 0.2221, 0.2250, 0.2053, 0.2567],
  "homo_lumo_gap_ev": 8.114,
  "relative_energy_kj_mol": 1.4,
  "largest_force_ev_per_a": 0.7,
  "smiles": "CCCCC(=O)Nc1ccc(NCc2ccc(C)s2)cc1",
  "total_charge": 0,
  "total_energy_ev": -33849.71362
}

No. 2
{
  "formula": "C12H30F12N2O4P2Sr",
  "method": "wB97M-V/def2-TZVPD",
  "elements": ["Sr", "P", "F", "F", "F", "F", "F", "F", "P", "F", "F", "F", "F", "F", "F", "C", "O", "C", "C", "N", "C", "C", "O", "C", "H", "H", "H", "H", "H", "H", "H", "H", "H", "H", "H", "H", "H", "H", "H", "C", "O", "C", "C", "N", "C", "C", "O", "C", "H", "H", "H", "H", "H", "H", "H", "H", "H", "H", "H", "H", "H", "H", "H"],
  "positions_angstrom": [[0.90, 5.35, -30.26], [4.74, 6.85, -30.01], [3.27, 6.26, -30.21], [5.38, 5.70, -30.99], [4.55, 7.71, -31.32], [6.29, 7.45, -29.80], [4.10, 8.14, -29.14], [4.83, 5.71, -28.76], [-2.21, 4.73, -29.43], [-2.89, 3.73, -28.36], [-2.72, 6.08, -28.58], [-0.82, 4.70, -28.47], [-1.44, 5.69, -30.46], [-1.48, 3.48, -30.24], [-3.54, 4.71, -30.49], [1.32, 1.97, -29.29], [1.83, 3.26, -29.00], [2.36, 3.41, -27.70], [1.82, 4.63, -26.99], [1.94, 5.86, -27.79], [1.37, 6.98, -27.07], [0.94, 8.12, -28.05], [0.14, 7.55, -29.04], [-0.76, 8.51, -29.57], [0.91, 1.84, -30.29], [0.47, 1.67, -28.67], [2.13, 1.25, -29.19], [3.44, 3.41, -27.75], [2.21, 2.57, -27.02], [2.46, 4.76, -26.12], [0.80, 4.41, -26.69], [2.95, 5.90, -27.82], [2.05, 7.39, -26.32], [0.45, 6.69, -26.56], [1.82, 8.58, -28.48], [0.37, 8.90, -27.54], [-0.29, 9.42, -29.94], [-1.51, 8.83, -28.85], [-1.29, 8.12, -30.44], [3.73, 3.25, -31.09], [2.55, 3.83, -31.75], [2.08, 3.09, -32.90], [1.15, 4.02, -33.57], [0.01, 4.32, -32.67], [-0.77, 5.42, -33.25], [-0.03, 6.78, -33.26], [0.71, 7.03, -32.06], [1.54, 8.16, -32.17], [3.68, 2.19, -30.84], [3.90, 3.84, -30.18], [4.59, 3.33, -31.75], [1.67, 2.13, -32.61], [2.90, 2.80, -33.56], [0.66, 3.53, -34.41], [1.68, 4.91, -33.89], [-0.63, 3.54, -32.61], [-1.72, 5.47, -32.72], [-1.05, 5.23, -34.29], [-0.63, 7.66, -33.50], [0.63, 6.76, -34.12], [2.31, 8.06, -32.93], [2.00, 8.34, -31.19], [0.95, 9.04, -32.43]],
  "nbo_charge": [1.8158, 2.5979, -0.6295, -0.5964, -0.5887, -0.5678, -0.5873, -0.5936, 2.5863, -0.5535, -0.5696, -0.6270, -0.6163, -0.6037, -0.5716, -0.2566, -0.6052, -0.0790, -0.2466, -0.6919, -0.2406, -0.0680, -0.5952, -0.2552, 0.1964, 0.1969, 0.1762, 0.1880, 0.1954, 0.1842, 0.2160, 0.4001, 0.1935, 0.2063, 0.1944, 0.1795, 0.1703, 0.1886, 0.2039, -0.2477, -0.6104, -0.0700, -0.2571, -0.6721, -0.2532, -0.0771, -0.6156, -0.2537, 0.1658, 0.2237, 0.1931, 0.1744, 0.1920, 0.1912, 0.2182, 0.3888, 0.2326, 0.1807, 0.1952, 0.1706, 0.1953, 0.2186, 0.1704],
  "homo_lumo_gap_ev": 10.227,
  "relative_energy_kj_mol": 168.9,
  "largest_force_ev_per_a": 3.3,
  "total_charge": 0,
  "total_energy_ev": -76138.35196
}